# 1
231
Properties=species:S:1:pos:R:3:forces:R:3 method="wB97M-V/def2-TZVPD" charge=+1 spin_multiplicity=2 e_tot_ha=-3866.35478
C 3.334 6.044 7.744 -0.85 -1.09 -0.71
C 2.508 5.904 6.368 -0.23 1.19 2.18
C 1.480 7.092 6.402 1.19 -0.11 -2.61
C 0.952 7.479 4.947 0.07 -1.28 1.10
C 2.096 7.710 3.978 -0.96 2.62 2.80
C 3.096 6.624 3.989 1.07 0.63 -2.87
N 3.515 6.109 5.292 -1.64 -0.91 0.30
O 4.545 5.212 5.393 -1.09 0.58 -0.51
C 2.424 5.531 3.137 0.21 -2.25 -1.01
C 4.283 7.167 3.146 1.18 -1.72 0.43
C 1.752 4.575 6.213 0.00 -1.53 -0.66
H 3.921 5.146 7.937 0.25 0.17 -0.17
H 2.624 6.082 8.569 -0.23 0.12 -0.20
H 3.930 6.955 7.798 0.05 -0.09 -0.28
H 0.641 6.785 7.025 0.28 0.32 0.18
H 2.078 7.930 6.758 -0.59 0.26 0.48
H 0.395 8.403 5.100 -0.49 -0.38 -0.43
H 0.394 6.610 4.598 -0.80 0.40 0.02
H 2.459 8.643 4.410 1.06 0.18 -0.19
H 1.864 8.009 2.956 -0.35 -0.57 0.13
H 1.723 4.829 3.587 0.12 0.33 0.52
H 1.892 5.891 2.256 -0.06 0.93 0.36
H 3.154 4.897 2.633 0.35 -0.18 0.50
H 5.009 7.759 3.703 -0.30 0.30 0.12
H 4.812 6.269 2.829 0.45 0.06 -0.16
H 4.032 7.667 2.210 -0.55 0.11 0.41
H 1.458 4.009 7.097 0.62 0.67 0.72
H 2.306 3.832 5.639 0.34 0.03 -0.01
H 0.791 4.602 5.700 0.08 0.86 -0.32
H 5.348 5.719 5.536 0.73 0.33 -0.13
C 1.503 2.011 1.494 -0.52 0.16 0.43
C -0.060 1.658 1.687 0.34 -0.67 -1.54
C -0.842 2.623 0.759 0.81 1.09 -0.17
C -0.712 2.379 -0.731 0.52 -1.39 -0.24
C -0.989 0.885 -0.999 0.03 -0.49 0.88
C -0.189 -0.199 -0.080 -1.87 1.56 -2.62
N -0.382 0.226 1.274 -0.36 2.24 1.28
O 0.233 -0.644 2.171 1.66 0.23 0.26
C -1.065 -1.491 -0.193 1.62 -0.26 0.07
C 1.248 -0.417 -0.664 -0.26 -0.92 2.48
C -0.526 1.902 3.120 0.11 -0.87 1.03
H 2.215 1.197 1.627 -0.44 -0.39 0.11
H 1.840 2.767 2.204 -0.29 0.08 0.44
H 1.753 2.474 0.540 -0.44 -0.24 -0.35
H -1.885 2.844 0.986 -0.13 -0.82 0.44
H -0.370 3.589 0.940 0.12 0.37 0.22
H 0.268 2.620 -1.142 0.29 0.03 0.39
H -1.372 3.049 -1.281 -0.38 -0.24 -0.04
H -0.858 0.612 -2.046 0.11 -0.01 -0.03
H -2.031 0.694 -0.743 -0.18 0.08 -0.23
H -2.117 -1.452 0.092 0.06 0.76 -0.08
H -0.983 -1.908 -1.196 -0.04 -0.13 -0.03
H -0.608 -2.170 0.528 0.01 -0.52 -0.23
H 1.869 0.449 -0.894 -0.69 0.16 -1.11
H 1.855 -0.769 0.170 -0.03 -0.46 0.47
H 1.215 -1.313 -1.284 0.32 0.67 -0.81
H -1.386 1.334 3.474 -0.33 -0.35 -0.88
H -0.842 2.917 3.363 0.56 0.37 -0.35
H 0.206 1.532 3.838 0.46 0.42 0.02
H -0.442 -1.228 2.523 -0.75 -0.43 -0.08
C 2.309 -4.103 1.382 0.90 0.86 0.18
C 3.826 -4.358 1.704 0.74 -2.43 1.14
C 3.913 -5.867 2.237 -0.95 1.65 -0.14
C 5.322 -6.276 2.406 0.42 -1.53 0.98
C 6.061 -6.235 1.110 1.58 0.88 0.30
C 6.241 -4.746 0.663 -1.07 -1.78 -1.46
N 4.802 -4.204 0.619 0.35 -3.51 -1.19
O 4.709 -2.959 0.072 0.21 1.41 0.35
C 7.265 -3.986 1.515 -0.50 -0.07 -0.52
C 6.844 -4.780 -0.840 -0.79 0.06 2.24
C 4.255 -3.501 2.926 -0.95 0.41 -0.30
H 1.771 -4.080 2.330 0.04 -0.39 0.18
H 1.818 -4.822 0.726 0.44 -0.12 -0.06
H 2.115 -3.097 1.009 0.23 0.07 -0.39
H 3.341 -5.880 3.164 0.14 0.06 0.29
H 3.391 -6.611 1.634 0.04 0.31 -0.65
H 5.343 -7.284 2.821 -0.08 -0.40 -0.19
H 5.881 -5.762 3.188 -0.19 0.63 -0.10
H 5.696 -6.943 0.366 -0.54 0.52 -0.25
H 7.065 -6.606 1.317 0.33 0.02 -0.07
H 8.249 -4.167 1.083 0.06 0.03 0.13
H 7.019 -2.939 1.340 0.31 0.28 0.46
H 7.300 -4.260 2.569 -0.20 0.23 -0.03
H 7.330 -3.811 -0.949 -0.56 0.14 -0.96
H 7.654 -5.506 -0.914 -0.01 -0.19 0.39
H 6.045 -5.122 -1.498 0.12 0.74 -0.36
H 3.527 -3.760 3.695 0.10 0.57 0.28
H 4.160 -2.453 2.644 -0.31 0.29 0.38
H 5.258 -3.579 3.347 -0.01 -0.61 -0.40
H 4.736 -2.510 0.920 0.09 1.88 -0.35
C -3.807 0.842 1.692 -0.29 -0.02 -0.41
C -5.034 -0.048 1.422 0.49 -0.73 -0.53
C -4.721 -1.514 1.828 -1.30 -0.58 2.70
C -4.905 -1.806 3.353 -0.61 0.41 0.16
C -6.232 -1.220 3.871 0.22 0.05 -0.16
C -6.399 0.288 3.540 -0.65 -0.42 1.30
N -6.243 0.520 2.115 0.03 -2.06 -0.75
O -6.641 1.828 1.698 1.10 -1.19 0.31
C -7.847 0.669 3.866 -0.14 0.21 0.63
C -5.486 1.088 4.503 0.50 1.23 -0.07
C -5.333 -0.232 -0.106 -0.15 1.76 0.39
H -2.961 0.506 1.091 0.01 0.26 0.05
H -3.471 0.922 2.726 -0.20 -0.58 0.07
H -4.078 1.869 1.446 0.29 0.22 -0.49
H -5.485 -2.197 1.458 -0.18 0.26 -0.73
H -3.772 -1.936 1.497 0.16 0.70 -0.26
H -4.149 -1.432 4.044 0.44 0.19 -0.44
H -4.953 -2.879 3.538 0.20 -0.14 -0.22
H -6.254 -1.348 4.953 0.22 0.41 0.25
H -7.111 -1.810 3.612 -0.02 0.10 -0.86
H -8.545 0.214 3.164 0.10 0.11 -0.06
H -8.109 0.347 4.874 0.08 -0.31 0.08
H -7.988 1.749 3.905 0.01 0.02 -0.41
H -4.433 0.828 4.607 0.03 -0.47 -0.53
H -5.494 2.131 4.186 0.11 0.26 -0.26
H -5.783 1.193 5.547 -0.77 -0.59 -0.02
H -6.304 -0.705 -0.253 0.00 0.07 0.19
H -4.601 -0.759 -0.719 0.37 -0.19 0.55
H -5.363 0.776 -0.519 -0.33 0.06 -0.37
H -5.834 2.313 1.883 0.05 0.93 -0.05
C -3.150 3.806 -8.654 0.12 -0.21 1.13
C -3.521 2.529 -7.888 -1.87 -0.59 0.06
C -2.346 1.597 -7.711 0.13 -1.11 -2.68
C -1.482 1.732 -6.557 1.18 1.43 2.22
C -2.307 1.792 -5.273 -1.08 -0.43 -0.51
C -3.408 2.878 -5.220 0.12 1.67 0.74
N -4.167 2.786 -6.530 0.98 -1.75 0.30
O -5.266 3.621 -6.625 -0.17 0.25 0.20
C -4.340 2.695 -3.955 -0.22 -1.87 -1.16
C -2.849 4.295 -5.009 1.09 -0.47 -1.78
C -4.643 1.784 -8.763 1.32 0.76 0.56
H -2.556 3.617 -9.548 -0.41 -0.19 -0.15
H -2.507 4.397 -8.002 -0.15 0.49 -0.12
H -4.108 4.280 -8.870 0.41 0.55 -0.25
H -2.565 0.543 -7.882 -0.86 -0.12 0.39
H -1.725 1.776 -8.589 0.14 0.10 -0.29
H -0.859 2.613 -6.708 0.13 0.33 0.41
H -0.773 0.914 -6.430 -0.03 -0.17 -0.31
H -1.715 1.690 -4.364 -0.02 0.42 0.06
H -2.882 0.873 -5.386 -0.20 -0.41 0.58
H -3.864 2.495 -2.995 0.90 0.07 -0.28
H -5.087 3.445 -3.696 0.04 0.22 -0.85
H -4.819 1.750 -4.211 -0.71 -0.06 0.39
H -2.039 4.335 -4.281 -0.62 0.10 0.72
H -2.281 4.511 -5.914 -0.06 0.52 -0.28
H -3.669 5.007 -4.920 0.34 0.15 0.43
H -5.326 2.503 -9.215 -0.51 -0.02 0.77
H -5.066 1.038 -8.090 -0.43 0.09 -0.42
H -4.236 1.334 -9.668 0.56 -0.39 0.25
H -4.908 4.499 -6.776 -0.06 0.60 -0.08
C -3.932 -2.885 -2.707 1.39 -1.09 -0.47
O -3.800 -1.649 -3.372 -0.56 0.62 0.75
H -4.017 -3.629 -3.500 -0.22 -0.55 0.32
H -2.986 -3.068 -2.198 0.26 0.03 -0.16
H -4.650 -3.084 -1.911 -0.75 0.82 -0.25
H -4.651 -1.443 -3.766 -0.05 0.19 -0.13
C 5.029 2.898 2.381 2.12 1.71 0.79
O 4.328 2.705 3.577 -1.55 -0.99 0.32
H 5.957 3.403 2.650 0.73 -0.33 0.04
H 5.335 1.961 1.917 -0.71 0.11 -0.09
H 4.659 3.698 1.739 -1.06 -0.67 -0.54
H 4.446 3.329 4.297 0.55 0.33 -0.57
C -1.548 -1.783 4.558 0.01 -0.82 -1.20
O -1.510 -2.398 3.237 1.06 1.25 0.74
H -1.844 -0.738 4.462 -0.37 -0.02 0.11
H -2.200 -2.358 5.214 0.01 0.24 0.11
H -0.526 -1.779 4.937 -0.02 -0.19 0.08
H -2.242 -2.981 3.022 -0.61 -0.60 0.51
C -0.403 -4.941 -2.753 -0.88 1.52 2.12
O 0.300 -5.778 -3.511 1.36 -2.74 -2.75
H -0.372 -3.926 -3.150 -0.06 0.44 0.29
H -1.451 -5.231 -2.680 -0.07 -0.21 -0.29
H 0.000 -5.023 -1.744 -0.25 0.79 0.53
H 1.246 -5.754 -3.349 -0.09 0.22 0.16
C 3.055 -0.373 4.303 0.51 0.78 0.48
O 4.147 0.287 4.949 0.24 -0.60 0.32
H 2.205 0.304 4.388 -0.48 -0.43 -0.27
H 3.283 -0.578 3.257 -0.19 -0.02 -0.08
H 2.894 -1.311 4.833 -0.16 0.11 -0.11
H 4.276 1.140 4.527 -0.04 0.05 -0.31
C 3.869 0.822 -6.108 -0.40 1.06 0.32
C 2.521 1.651 -6.089 0.96 -0.37 0.65
C 2.440 2.551 -4.876 0.16 1.01 0.08
O 1.107 3.052 -4.686 -0.75 -0.31 1.67
C 1.094 3.884 -3.466 0.61 -0.77 -1.84
N 2.283 2.515 -7.243 0.28 -0.83 0.30
H 4.006 0.051 -6.866 -0.53 0.31 -0.36
H 4.048 0.286 -5.176 -0.44 0.08 0.27
H 4.697 1.527 -6.181 0.09 0.08 -0.25
H 1.694 0.971 -5.884 -0.14 -0.52 -0.38
H 2.931 3.522 -4.940 1.39 -0.40 -0.49
H 2.867 1.969 -4.059 -0.47 0.10 0.73
H 1.674 3.330 -2.729 -0.36 0.16 0.45
H 0.080 4.152 -3.167 0.04 -0.50 -0.10
H 1.622 4.809 -3.696 0.15 0.19 0.05
H 2.201 1.908 -8.046 -0.24 0.14 -0.41
H 1.364 2.852 -6.996 -0.36 0.52 -0.72
C 2.987 -4.177 -5.642 -0.59 0.22 -1.06
C 3.484 -3.116 -4.723 0.47 0.53 0.47
C 2.329 -2.360 -3.971 1.08 0.36 -0.79
O 1.517 -1.585 -4.866 -2.10 -0.51 0.30
C 0.273 -0.990 -4.245 1.52 -0.24 -1.04
N 4.493 -3.772 -3.821 -0.74 0.69 0.47
H 2.661 -5.091 -5.145 0.28 0.01 0.03
H 3.774 -4.339 -6.379 0.00 -0.66 0.06
H 2.146 -3.793 -6.220 -0.17 0.01 -0.01
H 4.018 -2.387 -5.333 -0.22 0.41 -0.14
H 2.777 -1.552 -3.392 0.23 -0.69 1.19
H 1.773 -3.149 -3.464 -0.27 0.39 0.58
H 0.527 0.047 -4.025 -0.08 0.05 0.32
H -0.159 -1.485 -3.375 0.67 -0.32 0.17
H -0.542 -0.979 -4.968 0.35 -0.17 -0.40
H 4.829 -3.127 -3.120 -0.37 0.31 0.53
H 5.358 -3.936 -4.318 -0.12 -0.35 -0.65
C -2.529 -4.953 0.770 -0.39 -0.02 0.50
C -3.465 -5.430 1.905 0.74 -1.67 -0.25
C -3.513 -6.978 2.138 -1.11 0.74 -0.39
O -4.721 -7.183 2.926 0.79 -1.70 -1.45
C -4.952 -8.612 2.942 0.02 0.02 1.49
N -3.028 -4.882 3.157 0.74 1.56 1.25
H -2.701 -3.880 0.680 0.05 0.05 -0.31
H -2.725 -5.453 -0.178 -0.17 0.07 0.01
H -1.467 -5.065 0.987 0.02 -0.22 0.26
H -4.461 -5.024 1.727 -0.13 -0.41 -0.18
H -2.597 -7.332 2.611 0.14 0.38 1.02
H -3.470 -7.672 1.298 -0.84 0.47 -0.83
H -5.085 -9.182 2.022 0.34 0.81 -0.72
H -5.848 -8.879 3.502 -0.05 0.63 0.26
H -4.110 -9.038 3.486 0.08 -0.39 -0.02
H -2.231 -5.374 3.535 0.44 -0.05 -0.35
H -3.671 -4.922 3.936 -0.71 -0.13 -0.40

***

# 2
12
Properties=species:S:1:pos:R:3:forces:R:3 method="wB97M-V/def2-TZVPD" e_tot_ha=-306.39742
C -1.014 -1.053 0.516 -0.06 -0.07 0.14
C -0.054 0.020 0.143 0.54 -0.44 -0.05
C 1.354 0.370 0.518 0.50 -0.29 0.43
O 1.543 0.976 -0.830 0.05 0.23 0.00
C 0.248 0.638 -1.004 -0.19 -0.08 0.69
O -0.592 1.155 -1.904 -0.21 0.11 0.33
H -1.505 -0.902 1.481 0.05 -0.01 -0.06
H -1.797 -1.162 -0.246 0.17 0.10 0.15
H -0.470 -2.006 0.553 -0.21 0.03 0.10
H -1.229 1.241 -1.158 -0.98 0.62 -1.68
H 2.027 -0.463 0.698 0.33 0.05 -0.04
H 1.491 1.188 1.232 0.00 -0.25 -0.02